# 1
{"formula": "C2H5F2NOS", "method": "ωB97M-V with the def2-TZVPD basis set", "species": ["C", "C", "N", "O", "F", "F", "S", "H", "H", "H", "H", "H"], "positions_angstrom": [[-2.17, 0.79, -0.30], [-0.96, 0.01, -0.05], [2.23, -1.15, 0.13], [3.50, 0.94, 0.01], [-0.48, 0.21, 1.18], [-1.12, -1.29, -0.30], [2.43, 0.23, -0.67], [-3.05, 0.32, 0.23], [-2.04, 1.84, 0.14], [-2.38, 0.73, -1.38], [1.40, -1.74, -0.08], [2.64, -0.89, 1.08]], "lowdin_charge": [-0.0383, -0.4415, -0.2967, -0.5710, 0.0701, 0.0683, 0.7557, 0.1095, 0.1138, 0.0880, 0.0565, 0.0854], "total_charge": 0, "energy_ev": -21959.55462, "relative_energy_kj_mol": 0.0, "s2": 2.006, "multiplicity": 3, "homo_energy_ev": [-7.383, -10.543], "homo_lumo_gap_ha": [0.3032, 0.3709]}

=====

# 2
{"formula": "C45H90O45", "method": "ωB97M-V with the def2-TZVPD basis set", "species": ["C", "O", "C", "O", "O", "C", "H", "H", "H", "H", "H", "H", "C", "O", "C", "O", "O", "C", "H", "H", "H", "H", "H", "H", "C", "O", "C", "O", "O", "C", "H", "H", "H", "H", "H", "H", "C", "O", "C", "O", "O", "C", "H", "H", "H", "H", "H", "H", "C", "O", "C", "O", "O", "C", "H", "H", "H", "H", "H", "H", "C", "O", "C", "O", "O", "C", "H", "H", "H", "H", "H", "H", "C", "O", "C", "O", "O", "C", "H", "H", "H", "H", "H", "H", "C", "O", "C", "O", "O", "C", "H", "H", "H", "H", "H", "H", "C", "O", "C", "O", "O", "C", "H", "H", "H", "H", "H", "H", "C", "O", "C", "O", "O", "C", "H", "H", "H", "H", "H", "H", "C", "O", "C", "O", "O", "C", "H", "H", "H", "H", "H", "H", "C", "O", "C", "O", "O", "C", "H", "H", "H", "H", "H", "H", "C", "O", "C", "O", "O", "C", "H", "H", "H", "H", "H", "H", "C", "O", "C", "O", "O", "C", "H", "H", "H", "H", "H", "H", "C", "O", "C", "O", "O", "C", "H", "H", "H", "H", "H", "H"], "positions_angstrom": [[-7.47, -15.05, -19.09], [-6.92, -13.80, -19.55], [-5.68, -13.56, -19.30], [-4.89, -14.23, -18.66], [-5.45, -12.36, -19.63], [-4.20, -11.68, -19.30], [-8.54, -15.15, -18.91], [-7.21, -15.16, -18.04], [-7.09, -15.82, -19.77], [-4.17, -11.47, -18.23], [-4.12, -10.81, -19.94], [-3.27, -12.18, -19.58], [2.19, -14.73, -28.70], [2.36, -14.62, -30.07], [1.96, -15.65, -30.91], [1.39, -16.69, -30.55], [2.19, -15.22, -32.13], [1.72, -15.96, -33.23], [2.51, -15.69, -28.28], [1.15, -14.64, -28.41], [2.66, -13.90, -28.18], [0.63, -15.83, -33.28], [1.83, -17.04, -33.20], [2.13, -15.68, -34.20], [-3.82, -11.09, -22.68], [-5.17, -11.41, -22.83], [-5.56, -12.70, -23.14], [-4.83, -13.69, -23.17], [-6.85, -12.70, -23.34], [-7.60, -13.83, -23.59], [-3.50, -10.48, -21.84], [-3.63, -10.39, -23.49], [-3.08, -11.88, -22.82], [-7.52, -13.98, -24.67], [-8.57, -13.56, -23.17], [-7.21, -14.74, -23.14], [-0.72, -17.56, -20.61], [-1.16, -17.14, -19.34], [-0.25, -16.76, -18.44], [0.96, -16.71, -18.68], [-0.79, -16.51, -17.25], [-0.03, -16.21, -16.10], [-0.30, -18.56, -20.62], [-0.09, -16.79, -21.06], [-1.56, -17.68, -21.30], [-0.62, -16.10, -15.20], [0.48, -15.26, -16.23], [0.67, -17.01, -15.86], [-1.65, -6.02, -20.21], [-0.56, -6.80, -20.59], [-0.75, -8.12, -20.82], [-1.82, -8.61, -21.01], [0.41, -8.69, -20.99], [0.47, -10.02, -21.54], [-1.36, -5.03, -19.85], [-2.30, -6.55, -19.51], [-2.27, -5.74, -21.06], [-0.54, -10.43, -21.62], [1.08, -10.62, -20.86], [0.99, -10.04, -22.50], [-3.28, -13.59, -26.12], [-3.08, -14.89, -26.69], [-2.01, -15.06, -27.43], [-1.23, -14.21, -27.82], [-2.01, -16.34, -27.80], [-0.89, -16.89, -28.50], [-2.45, -13.19, -25.53], [-4.23, -13.55, -25.59], [-3.34, -12.87, -26.95], [-0.21, -17.29, -27.75], [-0.34, -16.15, -29.08], [-1.19, -17.73, -29.11], [0.92, -14.61, -25.10], [0.48, -13.84, -23.98], [-0.35, -14.41, -23.13], [-0.68, -15.60, -23.16], [-0.71, -13.49, -22.27], [-1.68, -13.73, -21.20], [1.94, -14.46, -25.47], [0.27, -14.52, -25.97], [0.86, -15.68, -24.91], [-1.21, -14.34, -20.43], [-2.57, -14.22, -21.57], [-2.02, -12.74, -20.89], [-4.65, -16.65, -21.33], [-4.44, -18.05, -21.34], [-5.31, -18.76, -20.51], [-6.26, -18.39, -19.80], [-4.97, -20.07, -20.57], [-5.92, -21.06, -20.14], [-3.88, -16.24, -21.98], [-4.65, -16.13, -20.37], [-5.62, -16.38, -21.74], [-5.67, -21.28, -19.10], [-5.87, -22.01, -20.67], [-6.94, -20.68, -20.19], [4.99, -13.64, -22.87], [3.84, -13.85, -22.13], [3.08, -12.71, -21.68], [3.43, -11.55, -21.75], [2.03, -13.11, -20.93], [1.83, -14.48, -20.52], [5.29, -14.42, -23.57], [5.76, -13.36, -22.15], [4.93, -12.68, -23.39], [0.95, -14.45, -19.87], [2.73, -14.77, -19.99], [1.66, -15.20, -21.32], [-2.78, -13.35, -16.10], [-1.40, -13.32, -16.11], [-0.68, -12.82, -17.15], [-1.12, -12.48, -18.24], [0.57, -12.72, -16.70], [1.59, -11.96, -17.37], [-3.23, -13.64, -17.05], [-3.27, -12.47, -15.68], [-3.00, -14.20, -15.45], [2.59, -12.15, -16.99], [1.45, -10.88, -17.37], [1.53, -12.30, -18.41], [-2.26, -18.28, -25.24], [-3.41, -18.44, -26.09], [-3.40, -19.18, -27.20], [-2.53, -19.95, -27.49], [-4.55, -18.92, -27.88], [-4.71, -19.69, -29.05], [-1.39, -18.85, -25.59], [-2.49, -18.69, -24.25], [-1.85, -17.28, -25.30], [-5.75, -19.71, -29.37], [-4.56, -20.77, -28.95], [-4.11, -19.30, -29.88], [3.92, -9.66, -29.44], [3.01, -10.44, -28.67], [1.77, -10.56, -29.05], [1.27, -10.13, -30.08], [1.18, -11.24, -28.09], [-0.18, -11.37, -28.17], [4.12, -10.20, -30.37], [4.88, -9.39, -29.01], [3.33, -8.77, -29.65], [-0.74, -10.45, -28.04], [-0.49, -12.16, -27.49], [-0.57, -11.54, -29.18], [2.51, -11.85, -25.01], [3.70, -11.58, -25.76], [4.53, -12.55, -26.26], [4.33, -13.72, -26.01], [5.52, -11.99, -27.02], [6.50, -12.84, -27.58], [1.72, -11.79, -25.76], [2.35, -11.07, -24.27], [2.55, -12.82, -24.54], [6.24, -13.89, -27.56], [7.43, -12.71, -27.03], [6.67, -12.68, -28.64], [3.79, -21.86, -20.87], [3.43, -20.71, -21.65], [2.29, -20.82, -22.37], [1.52, -21.72, -22.37], [1.99, -19.65, -22.87], [0.83, -19.45, -23.68], [4.80, -21.76, -20.47], [3.69, -22.84, -21.34], [3.24, -21.98, -19.94], [0.70, -18.38, -23.86], [-0.10, -19.68, -23.17], [0.70, -19.97, -24.62], [1.73, -19.34, -28.04], [2.88, -19.22, -27.22], [2.92, -18.21, -26.37], [2.00, -17.41, -26.23], [4.18, -18.22, -25.81], [4.56, -17.07, -25.08], [0.72, -19.27, -27.63], [1.74, -20.24, -28.65], [1.71, -18.53, -28.76], [3.83, -16.26, -25.13], [5.49, -16.70, -25.49], [4.52, -17.26, -24.01]], "lowdin_charge": [0.0013, 0.0375, -0.7176, 0.1030, 0.0444, 0.0161, 0.0942, 0.0985, 0.0771, 0.1010, 0.0798, 0.0550, -0.0611, 0.0007, -0.5118, 0.0874, 0.0302, -0.0554, 0.0943, 0.0724, 0.0893, 0.1007, 0.0953, 0.0974, -0.0702, 0.0099, -0.5414, 0.0923, 0.0077, -0.0410, 0.0655, 0.0996, 0.0823, 0.1060, 0.1089, 0.0885, -0.0546, 0.0062, -0.5501, 0.0911, 0.0115, -0.0422, 0.1023, 0.0717, 0.0860, 0.0973, 0.0832, 0.1006, -0.0732, 0.0045, -0.6129, 0.1160, 0.0296, 0.0116, 0.0942, 0.0981, 0.0924, 0.0838, 0.0809, 0.0889, -0.0063, 0.0389, -0.5923, 0.0760, 0.0005, -0.0180, 0.0965, 0.0829, 0.0962, 0.0737, 0.0679, 0.1046, -0.0251, 0.0112, -0.6151, 0.0886, 0.0003, 0.0165, 0.0734, 0.0836, 0.0743, 0.0872, 0.0847, 0.0637, -0.0668, -0.0117, -0.4844, 0.0898, -0.0226, -0.0360, 0.0866, 0.0844, 0.0847, 0.0935, 0.0909, 0.0904, -0.0861, -0.0521, -0.4779, 0.1288, -0.0318, -0.0289, 0.0916, 0.1002, 0.0832, 0.0763, 0.1081, 0.0950, -0.0612, -0.0251, -0.5414, 0.1128, -0.0115, 0.0005, 0.0726, 0.1005, 0.0982, 0.0986, 0.0990, 0.0742, -0.0123, 0.0023, -0.6048, 0.1279, 0.0082, -0.0693, 0.0730, 0.0992, 0.0836, 0.0894, 0.0942, 0.0969, -0.0173, 0.0014, -0.6182, 0.1198, 0.0050, -0.0832, 0.0991, 0.0965, 0.0965, 0.1016, 0.0729, 0.1009, -0.0206, -0.0146, -0.5212, 0.0911, -0.0016, -0.0606, 0.0917, 0.0913, 0.0600, 0.0883, 0.0964, 0.0941, -0.0590, 0.0104, -0.6290, 0.1568, 0.0212, -0.0468, 0.0893, 0.0940, 0.0906, 0.0860, 0.0875, 0.0978, -0.0417, 0.0289, -0.5368, 0.0785, 0.0025, -0.0538, 0.0795, 0.1024, 0.0770, 0.0675, 0.0997, 0.0987], "total_charge": 0, "energy_ev": -140256.98701, "relative_energy_kj_mol": 556.0, "homo_energy_ev": -10.496, "homo_lumo_gap_ha": 0.4069}

=====

# 3
{"formula": "C21H40Cl3CoN4O3SSi", "method": "ωB97M-V with the def2-TZVPD basis set", "species": ["C", "C", "H", "H", "H", "C", "C", "H", "H", "H", "H", "Co", "Cl", "Cl", "H", "H", "C", "C", "N", "H", "C", "O", "H", "H", "H", "H", "H", "H", "C", "C", "N", "H", "C", "O", "H", "H", "H", "H", "O", "C", "C", "C", "H", "C", "H", "C", "H", "C", "C", "H", "H", "H", "Si", "Cl", "C", "C", "C", "H", "H", "H", "H", "H", "H", "H", "H", "H", "N", "C", "N", "S", "H", "H", "H", "H"], "positions_angstrom": [[-3.85, 2.87, -3.14], [-3.74, 1.82, -2.04], [-4.60, 3.63, -2.89], [-4.15, 2.45, -4.11], [-2.91, 3.39, -3.26], [-4.88, 1.25, -1.49], [-6.26, 1.56, -1.89], [-4.76, 0.67, -0.58], [-6.41, 1.15, -2.90], [-6.52, 2.64, -1.92], [-6.99, 1.09, -1.22], [2.32, -0.10, -0.74], [2.96, 1.94, -0.23], [3.29, -1.38, -2.22], [5.97, -1.83, 1.37], [7.28, -0.23, -1.22], [5.34, -1.66, 0.49], [6.18, -0.12, -1.29], [5.56, -0.32, 0.00], [4.29, -1.79, 0.79], [5.34, 0.69, 0.86], [4.94, 0.55, 2.03], [5.95, 0.90, -1.64], [5.53, 1.68, 0.41], [5.58, -2.37, -0.31], [5.77, -0.84, -2.00], [-2.97, -1.42, -3.22], [-4.89, -1.44, -1.68], [-2.35, -2.09, -2.63], [-4.45, -2.39, -1.34], [-2.99, -2.28, -1.34], [-1.35, -1.66, -2.49], [-2.26, -2.93, -0.36], [-1.13, -3.39, -0.52], [-4.78, -2.61, -0.33], [-2.80, -2.98, 0.61], [-2.25, -3.07, -3.14], [-4.76, -3.19, -2.03], [-2.48, 1.04, -2.14], [-2.50, 1.94, -1.04], [-2.96, 0.15, 0.67], [-2.56, 1.46, 0.36], [-3.21, -0.52, -0.13], [-3.24, -0.23, 1.98], [-1.96, 2.87, -1.23], [-2.34, 2.35, 1.45], [-3.57, -1.26, 2.20], [-3.04, 0.66, 3.04], [-2.59, 1.96, 2.76], [-1.96, 3.36, 1.26], [-3.28, 0.37, 4.07], [-2.44, 2.66, 3.59], [0.70, 0.97, -3.82], [0.33, 0.55, -1.46], [0.71, -0.73, -4.59], [2.45, 1.64, -3.81], [-0.30, 2.07, -4.97], [0.28, -1.51, -3.96], [1.76, -1.02, -4.80], [0.18, -0.73, -5.56], [-1.18, 1.57, -5.39], [0.36, 2.32, -5.82], [-0.61, 3.02, -4.53], [2.54, 2.47, -3.10], [2.70, 2.00, -4.82], [3.19, 0.89, -3.53], [0.13, -0.63, 2.78], [1.33, -0.48, 2.20], [2.15, 0.47, 2.64], [1.85, -1.54, 0.91], [-0.05, -0.07, 3.62], [-0.58, -1.27, 2.43], [3.07, 0.66, 2.18], [1.96, 0.85, 3.57]], "lowdin_charge": [-0.0029, -0.3897, 0.0856, 0.0958, 0.0737, -0.0803, -0.0931, 0.0893, 0.0863, 0.0826, 0.0785, -0.4260, 0.0727, 0.0914, 0.0942, 0.0887, -0.0907, -0.0897, -0.2090, -0.0032, -0.4247, -0.0691, 0.0854, 0.0967, 0.0821, 0.0217, 0.0888, 0.0722, -0.0597, -0.0544, -0.2241, 0.0524, -0.3241, 0.0175, 0.0889, 0.1250, 0.1007, 0.0948, -0.0839, -0.2094, -0.0555, -0.1715, 0.0734, -0.0915, 0.1466, -0.0153, 0.1013, -0.1078, -0.0930, 0.1160, 0.1052, 0.1057, 0.4734, 0.3611, -0.2162, -0.2446, -0.1928, 0.0162, 0.0256, 0.0399, 0.0340, 0.0459, 0.0232, 0.0049, 0.0411, -0.0245, 0.1179, -0.7993, 0.1120, 0.6527, 0.1159, 0.1000, 0.0419, 0.1266], "total_charge": 0, "energy_ev": -128438.38781, "relative_energy_kj_mol": 138.8, "s2": 6.018, "multiplicity": 5, "homo_energy_ev": [-7.656, -8.189], "homo_lumo_gap_ha": [0.2943, 0.2902]}